a.
{"formula": "C7H12NO4S2", "method": "ωB97M-V/def2-TZVPD", "total_charge": -1, "homo_lumo_gap_ev": 6.8, "symbols": ["C", "C", "C", "C", "C", "C", "C", "N", "O", "O", "O", "O", "S", "S", "H", "H", "H", "H", "H", "H", "H", "H", "H", "H", "H", "H"], "xyz": [[0.837, -1.743, 0.943], [-0.405, -1.598, -0.076], [0.918, -0.434, 1.767], [-1.493, -0.087, -1.799], [-0.171, -0.387, -1.008], [1.129, 0.813, 0.915], [0.131, 0.862, -0.254], [-2.390, 0.403, -0.741], [3.073, -0.379, -0.481], [2.724, 1.997, -0.822], [-1.847, 0.937, 1.685], [-1.824, 2.812, -0.067], [2.952, 0.967, 0.193], [-1.569, 1.407, 0.337], [0.412, -2.604, 1.516], [1.740, -2.002, 0.539], [-0.355, -2.499, -0.709], [-1.308, -1.576, 0.512], [-0.083, -0.394, 2.142], [1.743, -0.470, 2.428], [-1.317, 0.913, -2.509], [-1.931, -0.876, -2.443], [0.763, -0.598, -1.536], [0.934, 1.747, 1.498], [0.473, 1.734, -0.941], [-3.137, 1.054, -1.092]]}


b.
{"formula": "C7H12NO4S2", "method": "ωB97M-V/def2-TZVPD", "smiles": "O=S(=O)=CCCC[C@@H]1C=[S@@](=O)([O-])NC1", "total_charge": -1, "homo_lumo_gap_ev": 7.0, "symbols": ["C", "C", "C", "C", "C", "C", "C", "N", "O", "O", "O", "O", "S", "S", "H", "H", "H", "H", "H", "H", "H", "H", "H", "H", "H", "H"], "xyz": [[0.236, -0.412, 1.669], [0.541, 0.613, 0.597], [0.334, -1.790, 1.044], [0.017, 1.826, -1.491], [-0.551, 0.768, -0.441], [-0.835, -1.972, 0.125], [-0.801, -0.406, -1.284], [1.049, 1.102, -2.218], [-2.874, -1.027, 1.664], [-3.365, -1.852, -0.622], [1.775, -1.125, -1.548], [0.660, -0.878, -3.692], [-2.704, -2.100, 0.698], [0.658, -0.574, -2.270], [0.801, -0.375, 2.651], [-0.717, -0.299, 2.073], [0.726, 1.606, 0.959], [1.457, 0.302, 0.109], [1.314, -1.906, 0.530], [0.303, -2.641, 1.846], [-0.798, 2.279, -2.055], [0.515, 2.605, -0.876], [-1.562, 1.158, 0.067], [-0.775, -2.966, -0.470], [-1.673, -0.895, -1.676], [1.246, 1.332, -3.170]]}


Most stable: a


a.
{"formula": "C2H3FS", "method": "ωB97M-V/def2-TZVPD", "smiles": "F[C@@H]1CS1", "total_charge": 0, "homo_lumo_gap_ev": 10.0, "symbols": ["C", "C", "F", "S", "H", "H", "H"], "xyz": [[-0.550, 0.068, 0.163], [0.319, -1.288, 0.060], [0.695, -2.040, 1.065], [-1.342, -1.353, -0.621], [-0.200, 0.703, -0.743], [0.941, -1.100, -0.805], [-0.942, 0.757, 1.055]]}


b.
{"formula": "C2H3FS", "method": "ωB97M-V/def2-TZVPD", "total_charge": 0, "homo_lumo_gap_ev": 9.5, "symbols": ["C", "C", "F", "S", "H", "H", "H"], "xyz": [[0.547, -0.422, 0.311], [-0.243, 0.587, -0.392], [-0.859, -1.755, 0.476], [1.823, -0.764, 1.077], [-1.222, 0.113, -0.604], [0.225, 0.858, -1.208], [-0.270, 1.384, 0.342]]}


Most stable: a


a.
{"formula": "C3HN3O2", "method": "ωB97M-V/def2-TZVPD", "total_charge": 0, "homo_lumo_gap_ev": 7.5, "symbols": ["C", "C", "C", "N", "N", "N", "O", "O", "H"], "xyz": [[0.474, -0.371, 0.527], [-0.505, -0.185, -0.351], [-1.078, -1.940, -1.011], [1.147, 0.705, 1.062], [1.038, 1.877, 0.887], [1.116, 3.000, 0.871], [-1.749, -2.242, -1.868], [-1.265, 0.481, -0.979], [0.822, -1.326, 0.862]]}


b.
{"formula": "C3HN3O2", "method": "ωB97M-V/def2-TZVPD", "smiles": "N#Cc1nnoc1O", "total_charge": 0, "homo_lumo_gap_ev": 10.4, "symbols": ["C", "C", "C", "H", "N", "N", "N", "O", "O"], "xyz": [[0.569, 0.591, 0.048], [-0.119, -0.646, 0.111], [-1.535, -0.697, 0.018], [-0.929, 1.812, -0.096], [1.939, -1.154, -0.031], [0.801, -1.598, 0.007], [-2.690, -0.492, -0.044], [0.088, 1.810, 0.014], [1.875, 0.376, -0.027]]}


Most stable: b


a.
{"formula": "C3HN3O2", "method": "ωB97M-V/def2-TZVPD", "smiles": "N#CN=C=O.N=C=O", "total_charge": 0, "homo_lumo_gap_ev": 11.4, "symbols": ["C", "C", "C", "N", "N", "N", "O", "O", "H"], "xyz": [[-0.842, -1.816, 0.576], [0.469, 1.680, 0.897], [0.429, 0.847, -1.265], [0.530, 0.352, -2.305], [-0.158, -1.162, -0.158], [0.204, 1.550, -0.233], [-1.610, -2.077, 1.421], [0.633, 1.858, 2.066], [0.346, -1.232, -0.999]]}


b.
{"formula": "C3HN3O2", "method": "ωB97M-V/def2-TZVPD", "smiles": "c1nc2nonc2o1", "total_charge": 0, "homo_lumo_gap_ev": 10.2, "symbols": ["C", "C", "C", "H", "N", "N", "N", "O", "O"], "xyz": [[-0.990, 1.300, 0.172], [-0.410, -0.684, -0.231], [0.685, -0.010, 0.334], [-1.498, 2.203, 0.249], [-1.513, 0.211, -0.317], [0.026, -1.872, -0.589], [1.924, -0.588, 0.191], [0.316, 1.299, 0.518], [1.459, -1.858, -0.327]]}


Most stable: a


a.
{"formula": "C6H21NO3", "method": "ωB97M-V/def2-TZVPD", "smiles": "CCN(C)C(C)C.O.O.O", "total_charge": 0, "homo_lumo_gap_ev": 9.1, "symbols": ["C", "C", "N", "C", "C", "C", "C", "H", "H", "H", "H", "H", "H", "H", "H", "H", "H", "H", "H", "H", "H", "H", "H", "H", "O", "H", "H", "O", "H", "H", "O"], "xyz": [[-1.811, -0.581, 2.363], [-0.857, -1.514, 1.572], [-0.135, -0.974, 0.420], [0.817, 0.037, 0.816], [-1.577, 0.818, -0.765], [-1.046, -0.658, -0.690], [-0.294, -0.915, -1.994], [-2.637, -1.163, 2.774], [-1.256, -0.299, 3.260], [-2.142, 0.265, 1.776], [-0.137, -1.967, 2.261], [-1.390, -2.408, 1.272], [0.971, -0.037, 1.901], [1.790, -0.003, 0.323], [0.469, 1.069, 0.775], [-0.740, 1.509, -0.667], [-1.889, 0.999, -1.793], [-2.414, 0.983, -0.098], [-1.922, -1.296, -0.592], [0.709, -0.490, -1.913], [-0.189, -1.992, -2.105], [-0.711, -0.519, -2.919], [2.982, -1.225, -1.468], [2.192, -1.950, -0.421], [2.940, -2.082, -1.024], [0.158, 2.362, -3.081], [1.534, 3.000, -2.813], [1.079, 2.156, -2.901], [1.346, 2.927, 1.748], [2.005, 1.507, 2.067], [2.155, 2.441, 1.915]]}


b.
{"formula": "C6H21NO3", "method": "ωB97M-V/def2-TZVPD", "smiles": "CCCCN(C)C.O.O.O", "total_charge": 0, "homo_lumo_gap_ev": 9.3, "symbols": ["C", "C", "C", "C", "N", "C", "C", "H", "H", "H", "H", "H", "H", "H", "H", "H", "H", "H", "H", "H", "H", "H", "H", "H", "O", "H", "H", "O", "H", "H", "O"], "xyz": [[-0.860, -1.718, 1.206], [0.354, -2.670, 1.281], [1.479, -2.173, 0.387], [-0.555, -0.219, 1.214], [-1.740, 0.614, 1.027], [-1.347, 2.010, 1.122], [-2.315, 0.424, -0.312], [-1.556, -1.856, 2.036], [-1.382, -1.948, 0.282], [0.735, -2.759, 2.300], [0.022, -3.652, 0.963], [1.760, -1.218, 0.795], [2.454, -2.653, 0.523], [1.273, -2.121, -0.680], [-0.190, 0.067, 2.207], [0.279, 0.106, 0.581], [-1.215, 2.338, 2.168], [-2.138, 2.631, 0.751], [-0.331, 2.243, 0.774], [-2.439, -0.641, -0.444], [-1.742, 0.832, -1.146], [-3.346, 0.772, -0.284], [-0.327, 0.432, -2.374], [-0.508, -0.849, -3.178], [0.025, -0.052, -3.127], [3.654, 0.234, -0.018], [2.607, 0.646, -1.129], [2.782, 0.590, -0.185], [1.991, 3.019, -1.716], [1.102, 1.950, -0.833], [1.153, 2.597, -1.531]]}


Most stable: a


a.
{"formula": "C4H3NO2", "method": "ωB97M-V/def2-TZVPD", "smiles": "O=C=C1N=CCO1", "total_charge": 0, "homo_lumo_gap_ev": 8.9, "symbols": ["O", "C", "C", "N", "C", "C", "O", "H", "H", "H"], "xyz": [[3.230, 0.178, 0.134], [2.100, -0.081, 0.263], [0.836, -0.386, 0.560], [0.103, -1.364, -0.159], [-0.998, -0.777, -0.434], [-0.985, 0.669, 0.023], [0.016, 0.632, 1.028], [-0.624, 1.284, -0.821], [-1.777, -1.251, -1.024], [-1.902, 1.094, 0.430]]}


b.
{"formula": "C4H3NO2", "method": "ωB97M-V/def2-TZVPD", "smiles": "O=Cc1ccon1", "total_charge": 0, "homo_lumo_gap_ev": 10.6, "symbols": ["O", "C", "C", "N", "O", "C", "C", "H", "H", "H"], "xyz": [[1.809, 0.241, 1.781], [1.760, -0.123, 0.628], [0.469, -0.110, -0.104], [0.354, -0.474, -1.359], [-0.971, -0.334, -1.660], [-1.634, 0.113, -0.576], [-0.778, 0.282, 0.455], [2.650, -0.477, 0.070], [-2.699, 0.258, -0.698], [-0.959, 0.623, 1.462]]}


c.
{"formula": "C4H3NO2", "method": "ωB97M-V/def2-TZVPD", "smiles": "C=C=C=O.N=C=O", "total_charge": 0, "homo_lumo_gap_ev": 8.2, "symbols": ["C", "C", "C", "C", "N", "O", "O", "H", "H", "H"], "xyz": [[-1.047, 0.717, 0.243], [1.770, -1.148, -1.097], [-1.153, -0.247, -0.593], [-1.071, 1.657, 1.134], [1.403, -1.490, -0.019], [1.747, -0.746, -2.176], [-1.328, -1.155, -1.316], [-0.714, 2.716, 0.816], [-1.445, 1.485, 2.187], [1.838, -1.789, 0.822]]}


Most stable: b


a.
{"formula": "C5H10BrN2O2", "method": "ωB97M-V/def2-TZVPD", "smiles": "C/C(=N/C=[NH+]/Br)OCCO", "total_charge": 1, "homo_lumo_gap_ev": 9.3, "symbols": ["C", "C", "C", "C", "C", "N", "N", "O", "O", "Br", "H", "H", "H", "H", "H", "H", "H", "H", "H", "H"], "xyz": [[-1.619, 1.426, -1.774], [-0.089, 0.674, 0.042], [-0.108, 1.147, 1.425], [1.526, -2.046, 0.506], [1.853, -0.682, 0.015], [-1.023, 1.173, -0.677], [-2.935, 0.916, -1.942], [1.004, -2.043, 1.795], [0.777, -0.080, -0.645], [-4.155, 1.501, -3.102], [-1.318, 2.279, -2.352], [0.803, 1.671, 1.750], [-0.254, 0.265, 2.221], [-1.024, 1.846, 1.533], [2.525, -2.670, 0.477], [0.761, -2.409, -0.198], [2.638, -0.765, -0.874], [2.218, -0.071, 0.879], [-3.329, 0.091, -1.405], [1.751, -2.223, 2.325]]}


b.
{"formula": "C5H10BrN2O2", "method": "ωB97M-V/def2-TZVPD", "smiles": "CC(C)=[N+]([O-])/[N+](O)=C(/C)Br", "total_charge": 1, "homo_lumo_gap_ev": [7.6, 7.6], "symbols": ["C", "C", "C", "C", "C", "N", "N", "O", "O", "Br", "H", "H", "H", "H", "H", "H", "H", "H", "H", "H"], "xyz": [[0.015, 1.203, -0.002], [-1.133, -0.932, -0.490], [0.813, 0.163, 0.790], [0.382, 2.571, 0.304], [-1.240, -2.329, -0.534], [-0.289, 1.025, -1.242], [-0.487, -0.317, -1.424], [-0.434, 1.824, -2.210], [0.037, -0.821, -2.591], [-2.431, -0.066, 0.596], [0.187, -0.400, 1.459], [1.512, 0.814, 1.324], [1.414, -0.395, 0.113], [0.386, 2.826, 1.305], [-0.109, 3.350, -0.144], [1.416, 2.698, -0.029], [-1.513, -2.654, -1.464], [-2.015, -2.674, 0.096], [-0.281, -2.955, -0.479], [-0.133, -0.025, -3.303]]}


Most stable: a


a.
{"formula": "C3HF2NO", "method": "ωB97M-V/def2-TZVPD", "total_charge": 0, "homo_lumo_gap_ev": 9.5, "symbols": ["C", "C", "C", "N", "O", "F", "F", "H"], "xyz": [[-0.802, 0.034, 0.060], [1.796, -0.845, -0.833], [-0.604, 1.028, 0.833], [-1.317, -1.052, -0.257], [2.926, -0.979, -0.853], [0.453, 1.196, 1.567], [-1.297, 2.170, 0.518], [-1.156, -1.551, -1.035]]}


b.
{"formula": "C3HF2NO", "method": "ωB97M-V/def2-TZVPD", "smiles": "N#CC(F)(F)C=O", "total_charge": 0, "homo_lumo_gap_ev": 10.6, "symbols": ["C", "C", "C", "N", "O", "F", "F", "H"], "xyz": [[0.637, 0.421, 1.190], [-0.337, 0.282, -1.147], [-0.055, -0.573, 0.486], [1.043, 1.421, 1.635], [-1.364, 0.649, -1.579], [-1.138, -1.007, 1.123], [0.705, -1.620, 0.060], [0.509, 0.426, -1.767]]}


Most stable: b